DFT (ωB97M-V/def2-TZVPD) results for a cluster of 7 separate species, C17H34Cl12F3NO3 in total.

## Properties
HOMO: -9.283 eV
F_max: 0.3 eV/Å
SMILES: NCCO[C@@H](CCCCO)CCOCC(F)(F)F.ClCCl.ClCCl.ClCCl.ClCCl.ClCCl.ClCCl
DFT total energy: -184234.55643 eV
M: 782.9 g/mol

Last column: Löwdin charge in e.
Geometry (Å):
N  -1.47966  0.52436  3.03659  0.022
C  -0.87417  -0.36625  2.04292  -0.262
C  -1.77877  -0.55747  0.83007  -0.225
O  -2.13836  0.62352  0.14944  -0.107
C  -1.07521  1.22544  -0.58898  -0.354
C  -1.20393  0.80803  -2.05040  -0.126
C  -0.15024  1.32510  -3.02957  -0.207
C  1.21651  0.64513  -2.93677  -0.178
C  1.96399  0.87309  -1.63260  -0.266
O  3.35610  0.68376  -1.88158  -0.064
C  -1.11524  2.72948  -0.34164  -0.071
C  -0.23058  3.18319  0.80891  -0.184
O  0.43692  4.38354  0.41687  -0.110
C  1.17061  4.98319  1.43347  -0.110
C  2.41334  4.18551  1.82395  -0.604
F  3.33330  4.98810  2.38939  0.132
F  2.98677  3.58861  0.78225  0.160
F  2.14089  3.21869  2.73067  0.113
H  -0.76229  0.94915  3.61180  0.063
H  -2.07401  -0.00340  3.66643  0.063
H  -0.67978  -1.37309  2.43010  0.048
H  0.09102  0.04921  1.74567  0.103
H  -1.29499  -1.27122  0.14338  0.066
H  -2.72000  -1.00770  1.15665  0.114
H  -0.13528  0.82292  -0.19977  0.099
H  -1.17260  -0.28830  -2.07724  0.104
H  -2.20785  1.09228  -2.38204  0.126
H  -0.01061  2.40777  -2.95535  0.063
H  -0.53725  1.15283  -4.03701  0.092
H  1.10708  -0.42748  -3.11840  0.064
H  1.86321  1.03502  -3.72780  0.117
H  1.62553  0.18097  -0.85362  0.096
H  1.78769  1.89977  -1.27794  0.117
H  3.79919  0.47975  -1.05144  0.081
H  -2.15594  2.98762  -0.13854  0.132
H  -0.81017  3.28252  -1.23203  0.104
H  -0.81026  3.37279  1.72075  0.132
H  0.51614  2.41421  1.04394  0.109
H  1.50907  5.95601  1.07967  0.146
H  0.57754  5.11585  2.34833  0.146
C  -0.76946  -4.68334  3.02665  -0.995
Cl  -1.29813  -3.48153  4.21113  0.523
Cl  -0.92606  -4.11335  1.35451  0.506
H  0.27668  -4.89973  3.20406  0.030
H  -1.38249  -5.56814  3.13384  -0.030
C  -2.09385  -7.83956  0.60097  -1.044
Cl  -1.58286  -8.17331  2.26602  0.525
Cl  -1.51859  -9.06643  -0.53111  0.515
H  -3.17624  -7.82951  0.58189  0.008
H  -1.68568  -6.87874  0.31029  -0.017
C  -4.77388  -3.71082  0.75574  -1.005
Cl  -4.55264  -4.03869  2.47747  0.510
Cl  -4.21705  -5.04240  -0.26986  0.517
H  -5.83054  -3.56640  0.56836  0.026
H  -4.19952  -2.82800  0.50057  0.006
C  5.29806  2.38166  3.58541  -1.046
Cl  5.69479  2.70511  5.27746  0.510
Cl  6.20514  1.01039  2.93136  0.503
H  4.24219  2.15379  3.52065  0.003
H  5.54307  3.26165  3.00335  0.020
C  1.44570  -3.90616  -2.35884  -0.993
Cl  1.77827  -3.17265  -3.92951  0.535
Cl  0.51667  -2.84187  -1.28981  0.521
H  0.86661  -4.80729  -2.51877  0.025
H  2.39118  -4.12346  -1.87746  0.027
C  -0.61547  4.72548  -5.77559  -1.012
Cl  -0.42920  5.07069  -4.05068  0.523
Cl  0.12529  3.19451  -6.26034  0.522
H  -1.67447  4.67350  -5.99620  0.023
H  -0.13522  5.52211  -6.33012  0.021